1.
{"formula": "C4H4N2O", "method": "ωB97M-V with the def2-TZVPD basis set", "relative_energy_ev": 5.213, "spin_multiplicity": 1, "orbital_gap_ha": 0.3366, "smiles": "C=C1C=NN=CO1", "homo_ev": -9.13, "total_charge": 0, "total_energy_ev": -9235.2747, "elements": ["C", "C", "C", "N", "N", "C", "O", "H", "H", "H", "H"], "coordinates": [[2.252537, 0.028380, -0.012637], [0.927666, -0.056959, 0.109202], [0.039360, 1.152243, -0.074675], [-1.128157, 1.255331, -0.092972], [-1.740168, 0.074253, 0.075596], [-1.123414, -1.081761, 0.099372], [0.293563, -1.268745, -0.096439], [3.226198, -0.571636, -0.255611], [2.756920, 1.165828, 0.460803], [0.820751, 1.939110, 0.061659], [-1.650984, -1.941848, -0.101268]], "atomic_forces_ev_per_a": [[4.18, 3.69, 1.99], [-0.16, -1.17, -1.85], [11.97, 0.41, 2.50], [-6.34, 1.68, -0.28], [-1.77, -5.32, 0.37], [2.00, 4.48, -1.57], [-2.50, 0.51, 0.71], [-2.86, 0.27, 0.65], [-1.94, -3.21, -1.97], [-1.49, 0.62, -0.92], [-1.09, -1.94, 0.38]]}

2.
{"formula": "C29H34AuN3O8P", "method": "ωB97M-V with the def2-TZVPD basis set", "s_squared": 2.011, "spin_multiplicity": 3, "orbital_gap_ha": [0.2467, 0.2699], "homo_ev": [-4.45, -6.05], "total_charge": -1, "total_energy_ev": -64461.6280, "elements": ["Au", "C", "C", "C", "C", "C", "C", "C", "C", "C", "C", "C", "C", "C", "C", "C", "N", "H", "H", "H", "H", "H", "H", "H", "H", "H", "H", "O", "C", "O", "H", "C", "C", "C", "C", "O", "P", "O", "O", "O", "C", "C", "C", "C", "H", "H", "H", "H", "H", "H", "H", "H", "H", "H", "H", "H", "H", "H", "H", "H", "H", "H", "C", "N", "C", "C", "C", "O", "N", "C", "O", "H", "H", "H", "H", "H"], "coordinates": [[-0.297531, -0.273080, 1.534104], [-0.355043, -0.218028, 5.942829], [0.997834, -0.306443, 6.251370], [1.934463, -0.379503, 5.232940], [1.519172, -0.360372, 3.900939], [0.163304, -0.273520, 3.597319], [-0.770979, -0.205384, 4.617753], [2.477089, -0.470576, 2.773723], [3.876810, -0.300566, 2.945858], [4.699749, -0.402954, 1.870278], [4.171877, -0.720956, 0.599211], [4.973437, -0.864053, -0.557768], [4.398489, -1.193656, -1.751652], [3.004390, -1.407380, -1.835694], [2.207808, -1.274647, -0.736225], [2.777692, -0.904148, 0.500215], [1.971993, -0.729267, 1.590065], [-1.087025, -0.165231, 6.740991], [1.320903, -0.328107, 7.284831], [2.983607, -0.469933, 5.487512], [-1.825970, -0.144490, 4.374596], [4.269485, -0.053502, 3.920945], [5.767617, -0.244075, 1.974238], [6.043476, -0.710400, -0.475196], [5.011553, -1.299168, -2.638281], [2.546066, -1.663306, -2.782613], [1.145697, -1.444594, -0.790928], [0.582141, -3.323816, 0.771122], [-0.470704, -3.289619, 1.385177], [-1.149064, -2.266734, 1.771752], [-0.970103, -4.228814, 1.695152], [-0.211218, 3.188257, -2.170362], [0.966035, 2.256404, -2.433320], [1.746282, 2.721585, -3.654845], [1.875590, 2.187408, -1.211807], [0.524769, 0.928834, -2.782140], [-0.751294, 0.207425, -2.111750], [-2.036238, 0.743331, -2.618753], [-0.535018, 0.178829, -0.619785], [-0.421940, -1.265203, -2.679441], [-1.426167, -2.300045, -2.791691], [-2.388973, -2.283767, -1.609923], [-2.167559, -2.099849, -4.106206], [-0.627384, -3.595543, -2.797006], [0.164874, 4.202213, -2.013120], [-0.758495, 2.883580, -1.278235], [-0.903107, 3.181406, -3.013288], [2.166158, 3.715578, -3.484702], [1.090376, 2.757335, -4.526150], [2.561806, 2.026172, -3.861962], [2.277010, 3.180485, -0.991600], [2.708026, 1.506241, -1.399672], [1.316094, 1.843448, -0.342121], [-2.970904, -1.362561, -1.585983], [-1.849802, -2.372026, -0.667369], [-3.078158, -3.127409, -1.697134], [-2.675739, -1.135437, -4.097413], [-2.900920, -2.897627, -4.248878], [-1.461382, -2.120010, -4.939079], [-0.086585, -3.707933, -1.855278], [0.090244, -3.592002, -3.620431], [-1.296197, -4.450871, -2.920371], [-5.538870, 1.638695, 0.399258], [-4.182273, 1.868965, 0.862194], [-3.605664, 3.098586, 0.805306], [-2.320886, 3.310335, 1.138413], [-1.533376, 2.151741, 1.490647], [-0.291140, 2.185771, 1.658824], [-2.155675, 0.955278, 1.610369], [-3.455953, 0.733391, 1.275874], [-4.018609, -0.344032, 1.319441], [-6.013658, 2.601697, 0.219604], [-6.097920, 1.082788, 1.148531], [-5.532394, 1.056044, -0.521856], [-4.252225, 3.896592, 0.462868], [-1.859744, 4.282199, 1.065813]], "atomic_forces_ev_per_a": [[-0.06, 0.06, 0.33], [0.00, 0.00, 0.03], [0.00, 0.00, -0.02], [-0.03, 0.01, 0.05], [0.08, -0.01, -0.05], [-0.01, -0.03, -0.07], [-0.02, 0.01, -0.06], [0.06, 0.02, 0.13], [-0.06, 0.00, 0.03], [0.06, 0.01, 0.01], [0.02, -0.01, -0.04], [-0.01, 0.01, 0.04], [-0.03, -0.02, -0.03], [0.03, 0.01, -0.03], [0.00, 0.02, 0.03], [-0.06, -0.01, 0.00], [-0.04, -0.05, -0.17], [0.00, 0.00, -0.01], [0.00, 0.00, 0.00], [-0.01, 0.00, 0.00], [0.02, 0.00, 0.00], [0.00, -0.01, -0.01], [0.00, 0.00, 0.00], [0.00, 0.00, 0.00], [0.00, 0.01, 0.00], [0.00, 0.00, 0.01], [0.01, 0.01, -0.01], [-0.05, -0.01, -0.01], [0.07, 0.09, 0.10], [0.03, -0.04, -0.05], [-0.05, -0.05, -0.04], [-0.02, 0.05, -0.01], [-0.01, -0.03, 0.01], [0.02, 0.02, -0.02], [0.00, 0.00, 0.04], [0.04, -0.02, -0.06], [-0.05, -0.10, 0.01], [-0.03, 0.00, 0.02], [-0.01, 0.12, 0.06], [0.05, 0.05, -0.05], [0.02, 0.00, 0.02], [-0.02, -0.01, 0.02], [-0.03, 0.00, -0.03], [-0.01, -0.04, 0.00], [0.00, 0.01, 0.00], [0.00, -0.01, -0.01], [0.01, 0.00, 0.03], [0.00, -0.01, 0.00], [0.01, 0.00, 0.01], [-0.01, 0.00, 0.01], [-0.01, -0.01, -0.01], [0.00, 0.00, 0.00], [0.02, 0.00, -0.01], [0.01, -0.01, -0.01], [-0.03, 0.02, -0.03], [0.01, 0.00, 0.01], [0.01, -0.02, 0.01], [0.00, 0.00, 0.00], [0.00, 0.00, 0.00], [0.00, 0.01, -0.01], [0.00, 0.01, 0.01], [0.00, 0.01, -0.01], [0.02, 0.01, -0.01], [-0.01, 0.03, 0.01], [-0.03, -0.02, -0.01], [0.01, -0.02, 0.00], [0.04, 0.00, -0.04], [-0.09, -0.01, -0.07], [0.07, 0.02, 0.04], [0.03, -0.09, -0.06], [0.01, 0.01, 0.00], [0.00, 0.00, -0.01], [-0.01, 0.00, 0.01], [0.01, 0.00, 0.00], [0.01, 0.00, 0.00], [0.01, -0.01, 0.01]]}

3.
{"formula": "C10H17N", "method": "ωB97M-V with the def2-TZVPD basis set", "relative_energy_ev": 5.477, "spin_multiplicity": 1, "orbital_gap_ha": 0.3670, "smiles": "c1ccncc1.CCCCC", "homo_ev": -9.19, "total_charge": 0, "total_energy_ev": -12131.5423, "elements": ["C", "C", "C", "N", "C", "C", "H", "H", "H", "H", "H", "C", "C", "C", "C", "C", "H", "H", "H", "H", "H", "H", "H", "H", "H", "H", "H", "H"], "coordinates": [[3.057945, 0.646442, 0.867352], [3.873546, 0.258105, -0.257444], [3.665427, -1.012170, -0.794348], [2.605542, -1.807852, -0.433388], [1.782564, -1.449855, 0.384793], [1.998793, -0.240971, 1.145644], [3.096235, 1.674941, 1.383325], [4.770855, 0.774967, -0.711013], [4.159569, -1.139461, -1.858567], [0.665648, -1.869714, 0.503420], [1.496068, -0.119621, 2.129545], [-3.666212, -1.416356, 0.189978], [-2.235954, -1.214211, -0.051190], [-1.913498, 0.243013, -0.281850], [-0.407440, 0.919398, -0.140927], [-0.738735, 2.529377, -0.287843], [-4.015363, -1.027897, 1.128866], [-4.343067, -1.044239, -0.680929], [-3.709531, -2.506028, 0.178240], [-1.679630, -1.873056, -0.793383], [-1.831753, -1.702090, 0.794899], [-2.213720, 0.531117, -1.462854], [-2.447620, 0.935071, 0.422590], [0.469793, 0.832281, -1.002553], [0.119452, 0.737047, 0.809866], [-1.688167, 2.804590, 0.377670], [0.258086, 3.036493, -0.290776], [-1.128836, 2.500675, -1.269115]], "atomic_forces_ev_per_a": [[-0.72, -0.11, -0.65], [0.65, -0.57, 0.30], [-0.30, 1.27, -1.81], [4.12, -2.07, -5.72], [-5.29, 3.23, 5.13], [1.46, 0.43, 1.62], [0.30, -1.95, -0.73], [-1.44, -0.02, 0.87], [-0.74, -0.72, 2.57], [2.77, 0.05, -0.20], [-0.20, 0.17, -1.10], [-2.22, -1.07, -2.93], [2.37, 0.30, -1.05], [2.15, 2.33, -2.35], [-0.13, 1.74, -1.60], [-0.40, -2.57, 1.52], [-0.06, 0.26, 0.35], [1.03, -0.49, 1.53], [-0.99, -0.12, 0.31], [-1.44, 0.83, -0.05], [1.21, 0.40, 1.71], [0.39, -0.71, 3.27], [-0.13, -0.94, -0.76], [-2.55, -0.64, 1.92], [-0.84, -0.06, -0.48], [2.71, 0.02, -0.93], [-1.35, 0.30, 0.55], [-0.35, 0.70, -1.29]]}